(1)
Entry from the OMol25 dataset: 14 unconnected molecules or ions with the total composition C44H73N15O6 (ωB97M-V/def2-TZVPD).

The value obtained for the LUMO energy is 0.20 eV. The value obtained for the HOMO energy is -6.9964 eV. The value obtained for the HOMO-LUMO gap is 7.20 eV.

Geometry as XYZ:
```
138
Properties=species:S:1:pos:R:3:mulliken_charge:R:1
C 8.65 -2.62 -2.62 -1.36
C 7.25 -2.27 -3.12 0.03
C 6.66 -1.21 -2.16 -0.68
C 5.16 -1.04 -2.41 -0.32
O 4.76 0.33 -2.19 -0.36
N 3.40 0.35 -1.84 0.49
C 3.15 1.29 -0.76 -0.49
C 1.71 1.78 -0.70 -0.23
O 1.42 2.05 0.69 -0.39
C 0.87 0.95 1.28 0.21
O 1.51 0.27 2.05 -0.53
C 2.62 0.64 -3.02 0.07
O 2.69 1.71 -3.59 -0.54
O 1.86 -0.38 -3.39 -0.43
C 1.14 -0.17 -4.62 -0.48
C -0.20 0.52 -4.37 -0.32
C -1.28 -0.55 -4.11 -0.96
C -2.64 0.11 -3.72 -0.91
C -3.02 -0.07 -2.23 -0.36
C -4.37 -0.78 -2.07 -0.53
C -4.28 -2.10 -1.26 -0.59
O -3.03 -2.74 -1.43 -0.26
C -2.51 -3.35 -0.26 -0.69
H 8.98 -3.61 -2.93 0.29
H 9.38 -1.90 -3.01 0.34
H 8.68 -2.52 -1.53 0.40
H 6.58 -3.13 -3.14 0.40
H 7.25 -1.83 -4.12 0.09
H 7.22 -0.28 -2.28 0.28
H 6.78 -1.62 -1.16 0.33
H 4.95 -1.32 -3.44 0.20
H 4.58 -1.64 -1.71 0.33
H 3.34 0.76 0.17 0.47
H 3.89 2.10 -0.78 0.17
H 1.62 2.73 -1.22 0.09
H 0.98 1.05 -1.05 0.15
H -0.17 0.66 1.07 0.56
H 1.74 0.31 -5.38 0.04
H 0.93 -1.18 -4.98 0.61
H -0.19 1.12 -3.46 0.27
H -0.50 1.06 -5.26 0.29
H -1.46 -1.16 -5.00 0.28
H -0.99 -1.21 -3.29 0.47
H -3.41 -0.28 -4.37 0.52
H -2.51 1.17 -3.96 0.43
H -2.21 -0.55 -1.68 0.16
H -3.09 0.95 -1.83 0.46
H -4.86 -1.01 -3.01 0.31
H -5.07 -0.15 -1.52 -0.01
H -4.54 -1.87 -0.23 0.39
H -5.06 -2.76 -1.64 0.30
H -2.56 -4.44 -0.33 0.25
H -1.46 -3.05 -0.17 0.20
H -3.01 -3.03 0.66 0.34
C -8.07 1.26 0.38 -0.50
C -7.70 -0.07 -0.11 0.43
N -7.42 -1.11 -0.51 -0.45
H -8.13 1.95 -0.45 0.29
H -9.03 1.21 0.89 0.36
H -7.31 1.61 1.08 -0.09
C -6.59 2.59 4.41 -0.34
C -5.89 2.83 3.16 0.34
N -5.32 3.02 2.17 -0.48
H -7.66 2.78 4.28 0.33
H -6.45 1.56 4.73 0.25
H -6.21 3.26 5.19 -0.11
C 4.37 -0.17 -7.46 -0.16
C 5.56 -0.80 -6.89 0.23
N 6.45 -1.44 -6.45 -0.31
H 4.57 0.88 -7.66 0.07
H 4.05 -0.65 -8.38 0.32
H 3.56 -0.23 -6.73 -0.20
C -4.82 1.43 8.27 -0.63
C -5.61 2.61 7.97 0.45
N -6.24 3.55 7.74 -0.52
H -3.77 1.63 8.08 0.25
H -4.95 1.15 9.31 0.34
H -5.15 0.61 7.64 0.09
C -0.74 2.54 4.38 -0.68
C -1.63 1.80 5.26 0.56
N -2.32 1.22 5.97 -0.55
H -0.06 3.16 4.96 0.33
H -0.16 1.84 3.78 0.03
H -1.32 3.17 3.72 0.34
C 0.47 -0.33 7.16 -0.25
C 0.43 -1.67 7.73 0.26
N 0.39 -2.72 8.20 -0.44
H 0.89 -0.38 6.15 0.25
H -0.52 0.10 7.11 -0.15
H 1.11 0.31 7.77 0.32
C 9.03 -4.79 -6.20 -0.85
C 8.02 -3.77 -6.46 0.36
N 7.21 -2.96 -6.57 -0.11
H 10.03 -4.36 -6.25 0.28
H 8.88 -5.21 -5.20 0.17
H 8.95 -5.59 -6.93 0.23
C 2.59 5.70 -1.56 -0.28
C 1.75 6.89 -1.70 0.18
N 1.09 7.83 -1.80 -0.36
H 3.64 5.98 -1.65 0.33
H 2.43 5.24 -0.59 0.21
H 2.35 4.99 -2.35 -0.05
C 8.27 -8.89 -5.71 -0.77
C 9.02 -8.32 -6.83 0.39
N 9.60 -7.87 -7.71 -0.42
H 7.21 -8.91 -5.95 0.27
H 8.61 -9.90 -5.52 0.30
H 8.42 -8.28 -4.82 0.26
C 3.78 4.16 -5.53 -0.45
C 4.08 3.74 -6.90 0.22
N 4.33 3.41 -7.97 -0.46
H 4.48 3.69 -4.84 0.20
H 3.86 5.24 -5.45 0.40
H 2.77 3.85 -5.27 0.13
C 1.24 -2.12 11.95 -0.77
C 1.42 -0.91 11.15 0.35
N 1.56 0.03 10.51 -0.39
H 2.17 -2.68 11.97 0.25
H 0.96 -1.85 12.97 0.30
H 0.46 -2.73 11.51 0.26
C -11.19 0.29 -2.59 -0.67
C -10.26 1.08 -3.40 0.32
N -9.53 1.70 -4.04 -0.38
H -11.48 -0.61 -3.13 0.26
H -10.72 0.01 -1.65 0.20
H -12.08 0.88 -2.38 0.27
C -5.97 -2.75 8.73 -0.79
C -6.73 -1.54 8.44 0.39
N -7.34 -0.59 8.21 -0.40
H -4.91 -2.58 8.54 0.27
H -6.11 -3.03 9.77 0.27
H -6.31 -3.56 8.09 0.29
C -4.06 5.93 4.65 -0.73
C -2.77 5.40 5.07 0.45
N -1.75 4.98 5.40 -0.43
H -4.15 5.86 3.56 0.28
H -4.86 5.36 5.11 0.09
H -4.14 6.97 4.95 0.32
```

---

(2)
Entry from the OMol25 dataset: a molecular structure, C4H4O6Tl (ωB97M-V/def2-TZVPD).

The value obtained for the LUMO energy (alpha / beta) is -0.44 / -1.88 eV. The calculation puts the energy relative to the best compared isomer or geometry (same formula, charge and spin) at 0.00 kJ/mol. As for the spin multiplicity: 2. As for the expectation value of S²: 0.759. The value obtained for the HOMO energy (alpha / beta) is -9.9912 / -9.7104 eV. The value obtained for the HOMO-LUMO gap (alpha / beta) is 9.55 / 7.83 eV.

Geometry as XYZ:
```
15
Properties=species:S:1:pos:R:3:lowdin_spin:R:1
O 1.66 -0.07 -1.02 0.00
C 1.84 0.55 0.13 0.00
O 1.75 1.76 0.22 0.00
O 1.58 -0.23 1.15 0.00
Tl -0.20 3.10 -0.44 0.00
O -3.19 0.20 0.72 0.49
C -2.53 1.19 0.31 0.00
C 1.00 -1.34 -0.86 0.00
O -3.18 2.27 0.18 0.42
O -1.34 1.07 -0.15 0.09
C 0.48 -1.30 0.58 0.00
H 1.70 -2.15 -1.05 0.00
H 0.19 -1.39 -1.61 0.00
H 0.83 -2.14 1.19 0.00
H -0.59 -1.53 0.65 0.00
```

---

Let's list max |F| in order: 10.3; 4.4 eV/Å.